--- a ---
# H26O13

A cluster of 13 separate species, H26O13 in total (ωB97M-V/def2-TZVPD, the OMol25 dataset).

Atoms and positions in Å:
H: 0.8873 0.7655 -0.6384
H: 0.1160 0.4486 0.6323
H: -4.4673 3.3670 0.2606
H: -2.9968 3.3338 0.6435
H: 0.9870 4.2261 -0.0763
H: 1.4942 4.0735 1.3483
H: 3.1517 1.3338 2.0394
H: 3.2278 2.3631 0.9237
H: -2.7822 -2.0338 -2.2231
H: -4.1911 -2.1495 -1.6650
H: 1.1829 -2.9692 1.3887
H: -0.0639 -2.7769 0.5410
H: -1.5496 0.4722 0.3788
H: -2.5944 0.3206 -0.7146
H: 0.6330 -4.7222 -0.6385
H: 0.4435 -3.3949 -1.3543
H: -0.6124 -2.2786 3.6299
H: 0.4484 -1.2674 3.2270
H: 4.1472 0.6524 -2.9404
H: 4.6256 -0.6170 -3.6258
H: 4.3293 0.5720 -0.3576
H: 4.6180 -0.8808 -0.0173
H: -2.5886 2.8878 -1.9212
H: -3.3647 2.2714 -3.0735
H: -3.3267 -0.5506 2.3325
H: -4.0097 -1.7795 2.9099
O: 0.4693 0.0376 -0.1647
O: -3.5921 3.1850 -0.0997
O: 1.5923 3.7049 0.4631
O: 3.2560 2.2792 1.8835
O: -3.5555 -1.5051 -1.9962
O: 0.8854 -2.6103 0.5451
O: -1.6723 0.1261 -0.5123
O: 0.5944 -4.3324 -1.5192
O: -0.4187 -1.3345 3.6426
O: 4.1975 -0.3028 -2.8214
O: 4.4010 -0.0339 0.3885
O: -2.6830 2.0700 -2.4225
O: -3.1924 -1.4924 2.4872

LUMO ... -0.0011 Eh
Kohn-Sham gap ... 0.3473 Ha

--- b ---
# H26O13

A structure of composition H26O13 (ωB97M-V/def2-TZVPD, the OMol25 dataset).

Atoms and positions in Å:
O: -3.6040 -18.4150 -25.5924
H: -2.9955 -17.6758 -25.6953
H: -3.2990 -18.8801 -24.7992
O: -2.8995 -23.2411 -21.2975
H: -3.0275 -24.1108 -20.8891
H: -2.1386 -22.8663 -20.8366
O: -0.3901 -21.9579 -23.9955
H: -0.7275 -21.0452 -23.9498
H: 0.0419 -22.0921 -23.1459
O: -2.9157 -18.3915 -20.4468
H: -3.7303 -18.9138 -20.3823
H: -2.7891 -18.0144 -19.5669
O: -4.4124 -21.1005 -26.5268
H: -4.2240 -20.1611 -26.3413
H: -4.1122 -21.5768 -25.7446
O: -6.1807 -22.3596 -24.3711
H: -6.7946 -22.9012 -23.8656
H: -5.3160 -22.7881 -24.2277
O: -3.3747 -20.8662 -22.9903
H: -2.7667 -20.2693 -22.5212
H: -2.9642 -21.7439 -22.9493
O: -5.3948 -22.2959 -20.1409
H: -6.1427 -22.4288 -20.7350
H: -4.6178 -22.2395 -20.7231
O: -6.1621 -20.4235 -23.7714
H: -5.2389 -20.4298 -23.4799
H: -6.2920 -21.2974 -24.1754
O: -4.3912 -24.5817 -23.7210
H: -4.0450 -24.2894 -22.8673
H: -3.6587 -24.3978 -24.3520
O: -0.8986 -19.3583 -22.7877
H: -0.7447 -19.1459 -21.8526
H: -0.1669 -18.9330 -23.2597
O: -2.6247 -23.1051 -25.2991
H: -1.8882 -22.5627 -24.9386
H: -2.2742 -23.5149 -26.0998
O: -2.8063 -16.7833 -22.8542
H: -1.9634 -16.9858 -23.2707
H: -2.8243 -17.3609 -22.0669

LUMO ... -0.0305 Eh
Kohn-Sham gap ... 0.2700 Ha

--- c ---
# H26O13

A cluster of 13 separate species, H26O13 in total (ωB97M-V/def2-TZVPD, the OMol25 dataset).

Atoms and positions in Å:
O: -2.2091 -0.3040 1.1843
H: -2.8142 0.4367 1.2970
H: -2.1862 -0.7489 2.0537
O: 1.6938 4.3232 0.0646
H: 2.0526 3.6896 -0.5183
H: 0.8963 3.9009 0.4015
O: -0.8732 0.7538 -3.6019
H: -1.0665 1.6710 -3.7032
H: -1.4053 0.2345 -2.9945
O: 1.2904 1.1375 -0.1923
H: 1.3565 1.6223 -1.0311
H: 2.1652 0.7523 -0.2031
O: -0.3118 -3.3081 1.6327
H: 0.2644 -4.0423 1.8613
H: -0.6189 -2.8905 2.4355
O: 1.7686 -2.5734 0.1422
H: 0.8399 -2.6091 -0.0869
H: 2.1752 -1.7154 0.1035
O: -2.8190 -0.3513 -1.3478
H: -2.3121 -0.4954 -0.5242
H: -3.6358 -0.0559 -0.9394
O: 2.0316 -1.9514 -2.9957
H: 1.7229 -1.7445 -3.8679
H: 1.4147 -2.3747 -2.4127
O: 3.0391 -0.5019 1.9994
H: 2.4505 -0.3179 2.7355
H: 2.7186 0.0884 1.3136
O: -2.5419 2.0861 -0.4816
H: -1.8150 1.5149 -0.2145
H: -2.5281 2.0201 -1.4351
O: 2.3146 0.7984 -2.8088
H: 2.7699 0.4226 -3.5580
H: 1.4575 1.1966 -2.9594
O: -0.4351 1.2355 2.7577
H: -1.1031 1.4961 2.1258
H: 0.3408 0.9412 2.2809
O: -2.3059 -1.3398 3.7833
H: -2.1184 -2.2236 3.5049
H: -1.6634 -0.7740 4.1989

LUMO ... -0.0065 Eh
Kohn-Sham gap ... 0.3918 Ha

--- d ---
# H26O13

A cluster of 13 separate species, H26O13 in total (ωB97M-V/def2-TZVPD, the OMol25 dataset).

Atoms and positions in Å:
H: 0.8272 0.0702 -0.1193
H: -0.6477 0.4127 -0.2508
H: 0.4166 -2.4352 1.6625
H: 1.0578 -2.6402 0.2998
H: 0.0226 1.1779 2.0466
H: -1.3645 1.2566 1.4303
H: 0.2267 2.3879 -2.3840
H: -0.2897 1.0861 -2.9747
H: 0.2960 -2.7286 -2.8586
H: 0.9043 -2.4703 -1.4899
H: 0.5688 4.7341 -0.0760
H: 1.6902 3.8740 -0.6352
H: 3.9647 -0.3700 0.8489
H: 4.2657 -1.2252 2.0688
H: -1.2662 -1.6857 3.0868
H: -2.0879 -2.8255 3.6661
H: -3.2947 1.7969 2.0427
H: -3.9790 1.1808 0.8335
H: 3.0775 0.8067 2.8746
H: 4.0004 1.0855 1.6996
H: 2.0461 -0.6356 -3.0042
H: 1.4979 -0.2586 -4.3707
H: -3.2977 -1.8996 0.5865
H: -2.8293 -0.4878 0.8987
H: -3.0666 0.6883 -2.3013
H: -1.8893 0.8507 -3.2487
O: 0.0201 -0.2056 -0.5681
O: 1.0955 -2.9498 1.2118
O: -0.7848 0.6659 1.9243
O: -0.5885 1.9093 -2.5721
O: 1.0524 -2.3133 -2.4292
O: 0.9773 3.8657 0.0134
O: 3.5609 -1.0076 1.4484
O: -1.1996 -2.6068 3.3626
O: -4.1662 1.6133 1.6743
O: 3.0743 1.1231 1.9642
O: 1.3813 -0.8917 -3.6533
O: -2.5844 -1.2777 0.4037
O: -2.6884 0.3294 -3.1119

LUMO ... -0.0105 Eh
Kohn-Sham gap ... 0.3491 Ha

Most stable of them? c.

--- a ---
# H26O13

A cluster of 13 separate species, H26O13 in total (ωB97M-V/def2-TZVPD, the OMol25 dataset).

Atoms and positions in Å:
O: -4.0613 17.7282 11.3221
H: -4.6910 18.0344 10.6694
H: -4.3234 16.8257 11.5035
O: -0.5319 14.8261 9.1564
H: -0.8532 14.4118 9.9572
H: 0.0219 15.5440 9.4632
O: 2.1925 17.8307 9.1492
H: 2.9567 17.2947 8.9372
H: 2.5526 18.5946 9.5996
O: -5.1235 14.8534 7.5313
H: -5.3575 15.7696 7.6801
H: -4.5966 14.8670 6.7323
O: -1.7413 20.1578 3.2414
H: -2.1608 19.9118 4.0658
H: -2.4360 20.0834 2.5871
O: -2.7434 14.0945 3.7776
H: -1.8263 13.8215 3.7509
H: -2.9511 14.3267 2.8726
O: -6.5844 18.6752 8.1092
H: -7.5101 18.8174 7.9118
H: -6.1434 19.4516 7.7644
O: -4.8109 22.0688 6.8779
H: -5.0275 21.7200 6.0132
H: -5.4704 22.7442 7.0363
O: 1.1394 17.6264 3.0440
H: 0.9930 17.0270 3.7758
H: 0.3600 18.1818 3.0290
O: -0.6005 22.9871 7.1875
H: -1.5202 22.7290 7.2481
H: -0.5608 23.5550 6.4180
O: -1.9147 18.5713 6.6400
H: -1.6727 18.5028 7.5636
H: -2.2651 17.7084 6.4192
O: 1.0688 14.2140 5.5987
H: 0.7311 14.3672 6.4812
H: 1.8452 13.6699 5.7300
O: 2.5060 20.8384 6.6329
H: 2.4135 19.9137 6.8625
H: 1.6639 21.2290 6.8664

LUMO ... -0.0044 Eh
Kohn-Sham gap ... 0.3946 Ha

--- b ---
# H26O13

A structure of composition H26O13 (ωB97M-V/def2-TZVPD, the OMol25 dataset).

Atoms and positions in Å:
H: -0.9208 0.6008 -1.1081
H: -0.3160 -0.0369 0.1400
H: 1.3639 2.5187 -1.2299
H: 2.1584 3.6727 -0.9370
H: 0.3449 0.3415 4.4216
H: -0.3363 1.1747 3.3463
H: 0.2597 4.0832 2.5967
H: -0.8610 3.1238 1.9404
H: 0.0856 3.6777 -1.4874
H: -1.0992 3.3143 -0.4500
H: -4.4662 -2.0759 -0.2824
H: -3.0373 -2.5053 0.1852
H: 1.0439 1.4685 -3.8821
H: 1.4869 0.9642 -5.2240
H: -1.0700 -5.1885 -0.8844
H: 0.3340 -4.4644 -1.2054
H: 5.1125 1.7868 0.1906
H: 3.8101 1.9712 0.9839
H: 2.3030 -2.1232 0.6320
H: 1.3765 -0.9009 1.0776
H: -1.5661 -1.1350 2.0231
H: -0.0295 -0.6953 1.8509
H: 0.5905 -2.8345 -3.5210
H: 2.0902 -3.2681 -3.9263
H: -4.1058 -2.6646 2.2107
H: -3.3322 -1.4477 1.7957
O: -0.1114 0.6359 -0.5164
O: 1.5988 3.0324 -0.4337
O: 0.0345 1.1547 4.2354
O: -0.5023 3.5440 2.7904
O: -0.1023 3.2329 -0.6836
O: -3.6342 -2.5037 -0.5264
O: 0.7870 1.5544 -4.7898
O: -0.6175 -4.3648 -0.8011
O: 4.6493 2.4066 0.7357
O: 1.3420 -1.7880 0.7994
O: -0.6341 -1.3976 1.7037
O: 1.1938 -3.4872 -4.0233
O: -4.1560 -1.9394 1.6026

LUMO ... -0.0149 Eh
Kohn-Sham gap ... 0.3070 Ha

Most stable of them? a.